{
  "formula": "C2H9AlBILuO2P",
  "method": "ωB97M-V/def2-TZVPD",
  "charge": 2,
  "species": ["C", "C", "B", "O", "Al", "I", "P", "O", "H", "H", "H", "H", "H", "H", "H", "H", "H", "Lu"],
  "xyz": [[0.2802, 1.6350, -0.8360], [-0.1414, 1.7060, 0.6294], [-1.1004, 0.5121, 1.0325], [-2.3687, 0.4834, 1.1586], [-0.0881, -1.4359, 1.4466], [1.5657, -1.2510, 3.2804], [0.9192, -2.1163, -0.6718], [2.3564, -1.8757, -0.6152], [0.4265, 2.6372, -1.1972], [-0.5243, 1.2357, -1.4457], [1.1826, 1.0591, -0.9560], [-0.6802, 2.6216, 0.8374], [0.7463, 1.7029, 1.2389], [-2.8208, 1.2634, 0.7968], [-1.2232, -2.4517, 1.8739], [0.3829, -1.3512, -1.8285], [0.5713, -3.4757, -0.8784], [0.5161, -0.8989, -3.8656]],
  "forces_ev_per_a": [[-0.62, -0.02, 0.14], [1.10, -1.03, -0.18], [-0.47, 2.79, -0.27], [-0.23, -0.76, -0.07], [0.91, -2.39, 1.37], [-0.41, 0.32, -0.66], [-0.40, 0.55, 0.42], [1.40, 0.26, -0.15], [0.35, 0.43, -0.16], [-0.16, -0.20, -0.34], [0.39, -0.21, -0.14], [-0.56, 0.15, 0.25], [0.29, 0.11, 0.41], [-0.59, 0.05, 0.19], [-0.30, 0.37, -0.10], [-0.54, -0.73, 0.81], [-0.41, 0.09, -0.30], [0.23, 0.21, -1.22]],
  "mulliken_charge": [-0.803, -0.428, 0.187, -0.247, 0.424, 0.169, 0.709, -0.496, 0.371, 0.147, 0.332, 0.411, 0.251, 0.403, -0.101, -0.212, 0.251, 0.632]
}


{
  "formula": "C2H9BNO2",
  "method": "ωB97M-V/def2-TZVPD",
  "charge": 1,
  "species": ["B", "C", "C", "N", "O", "O", "H", "H", "H", "H", "H", "H", "H", "H", "H"],
  "xyz": [[1.8714, -1.1908, -1.3457], [-1.9445, 0.9699, 1.4428], [0.0055, 0.8400, -0.1253], [-1.0176, 0.0950, 0.6396], [1.4351, -2.3746, -0.9608], [2.9066, -0.8314, -2.0275], [-2.5502, 1.7282, 0.7867], [-2.6624, 0.3460, 1.8185], [-1.5509, 1.6711, 2.1566], [-0.3390, 1.7771, -0.7154], [0.8851, 1.1755, 0.5794], [-0.5802, -0.4926, 1.2911], [-1.4281, -0.4238, -0.0705], [1.4691, -3.1216, -1.5306], [3.5001, -0.1680, -1.9390]],
  "forces_ev_per_a": [[-0.84, -0.05, 0.87], [-1.36, 2.60, -3.00], [4.29, 1.24, -0.24], [0.59, 4.16, 0.59], [-0.96, 1.75, 0.90], [-2.47, -2.79, -0.67], [1.33, -1.73, 0.47], [-1.76, -1.50, 1.50], [1.19, -0.57, 0.42], [0.04, -2.07, 1.04], [-2.06, -0.60, -1.17], [0.95, -1.35, 0.82], [-1.82, -1.46, -1.04], [0.30, -1.17, -0.84], [2.59, 3.53, 0.36]],
  "mulliken_charge": [0.517, -0.891, -0.914, -0.086, -0.333, -0.343, 0.318, 0.401, 0.360, 0.292, 0.323, 0.318, 0.335, 0.357, 0.345]
}


| no. | lowest unoccupied orbital energy (eV) |
| --- | --- |
| 1 | -11.6 |
| 2 | -4.2 |